# 1
Density functional theory data (wB97M-V/def2-TZVPD) for 6 unconnected molecules or ions with the total composition C25H55N3O15P3S7.

## Properties
HOMO energy ... -11.11 eV
Spin multiplicity ... 1
Kohn-Sham gap ... 0.22164 Ha
E_LUMO ... -5.1 eV
Charge ... +1

```
108
C25H55N3O15P3S7, DFT wB97M-V/def2-TZVPD
C -4.7853 4.4708 6.2864
C -3.4931 4.8814 5.5107
N -2.2317 4.6416 6.3091
C -1.1904 4.1751 5.4759
N -0.4147 3.2347 5.9780
N -0.9204 4.5889 4.1272
P 0.4201 5.7031 4.0138
O 1.7151 4.7753 3.4525
O 0.8155 6.1329 5.5834
S 0.1803 7.1748 2.7862
C -2.1408 5.0518 3.4040
P -1.9789 4.4663 1.6205
O -2.6163 3.0868 1.5874
O -2.8200 5.4001 0.5339
O -0.3802 4.2156 1.1677
C -3.3600 4.2754 4.0683
P -4.9120 4.8304 3.1105
S -5.2143 6.7522 3.2267
H -5.6915 4.8948 5.7973
H -4.7446 4.9176 7.3142
H -4.9084 3.3714 6.4303
H -3.5446 5.9986 5.3846
H -1.9653 5.4862 6.8168
H 0.5612 3.1737 5.6949
H -0.7975 2.5179 6.5929
H 2.2786 5.4383 3.0192
H 1.7863 6.2164 5.5830
H -2.3778 6.1357 3.5194
H -2.6737 6.3536 0.6620
H 0.0353 5.0588 0.9179
H -3.2384 3.1679 4.0373
H -6.0386 4.1774 3.7084
H -4.7958 4.3945 1.7589
C 0.1160 1.0149 -1.1370
C -1.4085 0.9119 -1.0349
C -1.9893 1.3352 -2.3851
S -0.7407 0.9489 -3.6089
O -0.2670 2.1850 -4.1890
O -1.1986 -0.1544 -4.4245
C 0.4872 0.3534 -2.4585
H 0.6129 0.5317 -0.2952
H 0.4150 2.0677 -1.1474
H -1.6901 -0.1230 -0.8223
H -1.8015 1.5302 -0.2269
H -2.9035 0.7915 -2.6197
H -2.1765 2.4086 -2.4223
H 1.4824 0.6190 -2.8071
H 0.3883 -0.7302 -2.3967
C 6.1373 -1.8394 -3.6775
C 6.1949 -0.3945 -4.1821
C 4.8553 0.2649 -3.8330
S 4.2447 -0.5799 -2.3780
O 3.0354 -1.2873 -2.7307
O 4.3082 0.3144 -1.2430
C 5.5776 -1.7620 -2.2610
H 7.1206 -2.3135 -3.6954
H 5.4673 -2.4274 -4.3114
H 7.0081 0.1336 -3.6806
H 6.3884 -0.3482 -5.2539
H 4.9735 1.3241 -3.6104
H 4.1229 0.1322 -4.6299
H 5.1966 -2.7142 -1.8954
H 6.3165 -1.3606 -1.5661
C -6.1809 -2.0009 -2.9849
C -5.2071 -2.6304 -3.9857
C -3.8607 -2.7945 -3.2745
S -4.2365 -2.9788 -1.5325
O -3.7056 -1.8372 -0.8236
O -3.9520 -4.3349 -1.1217
C -6.0032 -2.7800 -1.6866
H -7.2111 -2.0450 -3.3395
H -5.9215 -0.9495 -2.8292
H -5.5839 -3.6100 -4.2922
H -5.1038 -2.0236 -4.8859
H -3.3248 -3.6762 -3.6215
H -3.2338 -1.9096 -3.3925
H -6.3942 -2.2602 -0.8140
H -6.4449 -3.7754 -1.7594
C -4.3779 -7.6872 1.7483
C -5.6618 -8.2712 2.3449
C -6.6596 -7.1201 2.4987
S -6.2399 -5.9210 1.2342
O -5.7817 -4.7128 1.8800
O -7.2784 -5.9043 0.2284
C -4.8236 -6.7975 0.5938
H -3.6965 -8.4687 1.4108
H -3.8591 -7.0888 2.5026
H -6.0695 -9.0237 1.6646
H -5.4769 -8.7616 3.3016
H -7.6858 -7.4527 2.3516
H -6.5627 -6.6329 3.4687
H -4.0636 -6.0878 0.2774
H -5.1582 -7.3940 -0.2562
C 11.7831 -1.3932 -2.5960
C 10.5187 -1.9910 -1.9727
C 9.5144 -0.8492 -1.7892
S 9.8930 0.3596 -3.0567
O 10.3565 1.5670 -2.4180
O 8.8304 0.3721 -4.0401
C 11.3019 -0.5019 -3.7348
H 12.4629 -2.1668 -2.9535
H 12.3143 -0.7942 -1.8513
H 10.1013 -2.7440 -2.6472
H 10.7306 -2.4843 -1.0235
H 8.4883 -1.1903 -1.9133
H 9.6298 -0.3657 -0.8194
H 12.0497 0.2165 -4.0654
H 10.9526 -1.0969 -4.5801
```

Atom charges from the Löwdin analysis, given in e for atoms 1 to 99: C -0.0590; C -0.3823; N 0.1196; C -0.3033; N 0.2806; N -0.1131; P 0.3052; O -0.2123; O -0.1898; S 0.4229; C -0.3948; P 0.5900; O -0.3118; O -0.1408; O -0.1631; C -0.3893; P 0.4403; S 0.1820; H 0.0613; H 0.0951; H 0.0963; H 0.1144; H 0.1658; H 0.1480; H 0.1657; H 0.0613; H 0.0908; H 0.0733; H 0.0869; H 0.0394; H 0.1372; H 0.0035; H -0.0005; C -0.2133; C -0.2091; C -0.2163; S 0.6726; O -0.3264; O -0.3343; C -0.2390; H 0.1188; H 0.1117; H 0.1029; H 0.0862; H 0.0935; H 0.1016; H 0.0831; H 0.1083; C -0.2135; C -0.2222; C -0.2086; S 0.6678; O -0.3229; O -0.3347; C -0.2320; H 0.1088; H 0.1213; H 0.0677; H 0.1234; H 0.1065; H 0.1085; H 0.1097; H 0.0901; C -0.2196; C -0.2095; C -0.2112; S 0.6805; O -0.3238; O -0.3298; C -0.2263; H 0.1170; H 0.1163; H 0.1186; H 0.1171; H 0.1068; H 0.0893; H 0.1123; H 0.1058; C -0.2202; C -0.2191; C -0.2252; S 0.6597; O -0.3237; O -0.3333; C -0.2364; H 0.1160; H 0.1195; H 0.1175; H 0.1133; H 0.1027; H 0.1034; H 0.0774; H 0.1147; C -0.2185; C -0.2102; C -0.2116; S 0.6921; O -0.3071; O -0.3379

# 2
Density functional theory data (wB97M-V/def2-TZVPD) for a molecular structure, C29H25Cl3F10FeN6O.

## Properties
HOMO energy (spin up / spin down) ... -11.20 / -10.94 eV
Energy above the lowest of the compared OMol25 structures with the same formula, charge and spin ... 40.5 kcal per mole
Spin multiplicity ... 6
Kohn-Sham gap (spin up / spin down) ... 0.31137 / 0.25266 Ha
E_LUMO (spin up / spin down) ... -2.7 / -4.1 eV
Charge ... +1

```
75
C29H25Cl3F10FeN6O, DFT wB97M-V/def2-TZVPD
Fe 0.5664 -1.7474 0.1152
C 3.6398 -1.5535 -0.1414
N 2.6327 -2.5690 0.0529
C 2.8232 -3.0631 1.4599
C 2.3934 -1.8786 2.4048
N 1.1185 -1.2973 1.9038
C 0.4338 -0.4080 2.7553
C -0.8321 -0.6566 3.2475
F -1.5561 -1.5678 2.6764
C -1.4456 0.2592 4.0829
F -2.7490 0.0793 4.3452
C -0.6984 1.2379 4.6958
F -1.1689 1.9846 5.7519
C 0.5426 1.5760 4.1908
F 1.3495 2.3388 4.9117
C 1.0961 0.7554 3.2279
F 2.3345 0.9638 2.7610
C 2.6460 -3.5464 -1.1409
C 1.8819 -2.9885 -2.3303
N 0.7605 -2.2096 -1.8236
C -0.2666 -1.9002 -2.7627
C -0.5329 -0.6009 -3.1940
F 0.1101 0.4170 -2.5778
C -1.4328 -0.1800 -4.1235
F -1.4785 1.0783 -4.5259
C -2.1924 -1.0957 -4.7537
F -2.9398 -0.8208 -5.8261
C -1.9488 -2.4611 -4.4628
F -2.8238 -3.3488 -4.9067
C -1.0013 -2.8220 -3.4805
F -0.7943 -4.1219 -3.2953
H 4.6425 -1.8773 0.1374
H 3.4451 -0.7107 0.4869
H 3.6107 -1.1255 -1.1687
H 3.8626 -3.4509 1.5448
H 2.1425 -3.8997 1.7060
H 3.2285 -1.1693 2.3433
H 2.3001 -2.2292 3.4471
H 2.0558 -4.4319 -0.6953
H 3.6419 -3.8875 -1.3355
H 1.6264 -3.8480 -2.9553
H 2.5543 -2.4342 -2.9533
Cl -2.6782 -6.3376 -0.4339
C -1.8243 -5.8305 1.0561
Cl -2.9420 -5.4690 2.3939
Cl -0.6734 -7.0478 1.5050
C -1.1696 -4.5632 0.7443
N -0.6885 -3.6031 0.4174
C -0.0676 3.8803 -2.1017
C -1.0704 4.6163 -1.1578
N -0.7297 4.4979 0.2618
C -0.3228 5.7027 1.0098
C 1.1335 6.1854 0.6483
C -1.1644 3.4421 1.0105
O -1.1512 3.4153 2.2458
C -1.4904 2.1045 0.3459
C -2.7590 1.9694 -0.2762
C -3.1067 0.6745 -0.7022
C -2.2006 -0.3533 -0.5508
N -0.9471 -0.1176 -0.0725
C -0.5619 1.0878 0.2853
H -0.4360 4.1198 -3.1160
H -0.2174 2.8548 -1.7807
H 0.9786 4.1616 -1.9296
H -2.1068 4.2508 -1.2023
H -1.0168 5.6823 -1.3432
H -0.2762 5.3799 2.0223
H -1.0116 6.5342 0.9556
H 1.7883 5.3365 0.6527
H 1.4634 6.8656 1.3797
H 1.1383 6.5664 -0.3418
H -3.3998 2.7915 -0.3400
H -4.0531 0.4825 -1.1846
H -2.4965 -1.3259 -0.7856
H 0.4819 1.2569 0.5894
```

And the Löwdin charges, in e, turn out to be: Fe 0.9993; C -0.0889; N -0.2880; C -0.1457; C -0.1782; N -0.1007; C -0.1945; C -0.2003; F 0.1288; C -0.1261; F 0.1283; C -0.0960; F 0.1098; C -0.1533; F 0.1471; C -0.1464; F 0.1045; C -0.1257; C -0.2192; N -0.0900; C -0.1757; C -0.1614; F 0.0793; C -0.1833; F 0.1495; C -0.1258; F 0.1418; C -0.1141; F 0.1355; C -0.1578; F 0.1080; H 0.1065; H 0.0643; H 0.1145; H 0.1353; H 0.1117; H 0.0961; H 0.1368; H 0.1372; H 0.1163; H 0.1230; H 0.1108; Cl 0.6459; C -1.6046; Cl 0.6595; Cl 0.6785; C -0.3351; N 0.2252; C -0.0338; C -0.1790; N -0.0552; C -0.1569; C -0.0416; C -0.3834; O 0.0711; C -0.0853; C 0.0547; C -0.0005; C -0.0950; N 0.0074; C -0.0855; H 0.0903; H 0.0346; H 0.0815; H 0.1077; H 0.1162; H 0.0927; H 0.1220; H 0.0669; H 0.0597; H 0.0536; H 0.1090; H 0.1196; H 0.0998; H 0.1466

no.,largest force on an atom (eV/Å)
1,5.0
2,4.0